# 1
{
  "formula": "C3H9NO",
  "method": "wB97M-V/def2-TZVPD",
  "energy_ev": -6793.265,
  "charge": 0,
  "homo_energy_ev": -7.886,
  "de_lowest_kcal_mol": 41.30,
  "smiles": "C=CNC.O",
  "elements": ["C", "C", "N", "C", "H", "H", "H", "H", "H", "H", "H", "O", "H", "H"],
  "positions_angstrom": [[-1.70, 0.89, -0.04], [-0.43, 0.84, -0.37], [0.05, -0.24, -1.14], [1.49, -0.47, -1.19], [-2.39, 0.08, -0.21], [-2.16, 1.77, 0.39], [0.33, 1.55, -0.08], [-0.48, -1.09, -1.02], [1.75, -1.52, -1.00], [1.88, -0.28, -2.18], [2.00, 0.15, -0.46], [-0.09, -0.16, 2.56], [-0.70, -0.88, 2.80], [0.46, -0.64, 1.92]]
}


# 2
{
  "formula": "C3H9NO2",
  "method": "wB97M-V/def2-TZVPD",
  "energy_ev": -8841.729,
  "charge": 0,
  "homo_energy_ev": -9.786,
  "de_lowest_kcal_mol": 28.28,
  "smiles": "CC(N)=O.CO",
  "elements": ["C", "C", "N", "O", "H", "H", "H", "H", "H", "C", "O", "H", "H", "H", "H"],
  "positions_angstrom": [[-0.39, 1.18, -0.63], [-0.47, -0.17, -1.29], [-1.72, -0.73, -1.39], [0.50, -0.91, -1.34], [-0.92, 1.19, 0.31], [-0.65, 2.03, -1.26], [0.66, 1.35, -0.39], [-1.71, -1.68, -1.73], [-2.50, -0.22, -1.77], [1.35, -0.37, 1.79], [0.53, 0.73, 2.23], [2.39, -0.04, 1.71], [1.20, -1.21, 2.45], [0.94, -0.57, 0.82], [0.53, 0.89, 3.18]]
}


# 3
{
  "formula": "C3H9NO2",
  "method": "wB97M-V/def2-TZVPD",
  "energy_ev": -8841.554,
  "charge": 0,
  "homo_energy_ev": -9.211,
  "de_lowest_kcal_mol": 32.30,
  "smiles": "CC(=O)O.CN",
  "elements": ["C", "C", "O", "O", "H", "H", "H", "H", "C", "N", "H", "H", "H", "H", "H"],
  "positions_angstrom": [[2.26, 0.09, 1.85], [1.41, 0.67, 0.83], [0.36, 1.21, 1.00], [1.85, 0.53, -0.46], [1.72, -0.22, 2.76], [2.95, 0.83, 2.22], [2.99, -0.75, 1.52], [1.07, 0.53, -1.12], [-2.41, -0.17, -0.71], [-1.49, -0.52, -1.87], [-3.36, 0.12, -1.14], [-1.87, 0.66, -0.17], [-2.45, -1.07, -0.05], [-1.00, -1.36, -1.83], [-2.03, -0.55, -2.81]]
}


# 4
{
  "formula": "C3H9NO2",
  "method": "wB97M-V/def2-TZVPD",
  "energy_ev": -8839.561,
  "charge": 0,
  "homo_energy_ev": -9.212,
  "de_lowest_kcal_mol": 78.26,
  "smiles": "CC(=O)O.CN",
  "elements": ["C", "C", "O", "O", "H", "H", "H", "H", "C", "N", "H", "H", "H", "H", "H"],
  "positions_angstrom": [[-0.50, -1.01, -3.07], [-0.35, -0.14, -1.83], [0.23, 0.76, -1.31], [-1.01, -0.89, -0.93], [-1.69, -1.38, -2.99], [-0.20, -1.93, -2.95], [0.03, -0.67, -3.98], [-1.06, -0.74, -0.01], [0.07, 0.57, 2.50], [1.24, 1.60, 2.61], [-0.23, 0.23, 1.43], [-0.72, 0.84, 3.15], [0.64, -0.40, 2.67], [2.05, 1.25, 3.09], [1.49, 1.91, 1.65]]
}


# 5
{
  "formula": "C3H9NO2",
  "method": "wB97M-V/def2-TZVPD",
  "energy_ev": -8841.011,
  "charge": 0,
  "homo_energy_ev": -9.940,
  "de_lowest_kcal_mol": 44.83,
  "smiles": "CC(N)=O.CO",
  "elements": ["C", "C", "N", "O", "H", "H", "H", "H", "H", "C", "O", "H", "H", "H", "H"],
  "positions_angstrom": [[-0.19, -0.65, -1.04], [1.11, -1.29, -1.07], [2.19, -0.48, -1.20], [1.17, -2.48, -1.33], [-0.82, -0.60, -2.03], [-0.24, 0.50, -0.85], [-0.86, -1.25, -0.42], [3.11, -0.71, -1.14], [2.03, 0.50, -1.11], [-1.27, 1.43, 1.58], [-1.73, 0.10, 1.90], [-1.13, 1.66, 0.55], [-0.42, 1.62, 2.26], [-2.05, 2.05, 2.06], [-0.91, -0.39, 1.85]]
}


# 6
{
  "formula": "C3H9NO2",
  "method": "wB97M-V/def2-TZVPD",
  "energy_ev": -8839.742,
  "charge": 0,
  "homo_energy_ev": -8.630,
  "de_lowest_kcal_mol": 74.10,
  "smiles": "OCCNCO",
  "elements": ["O", "C", "C", "N", "C", "O", "H", "H", "H", "H", "H", "H", "H", "H", "H"],
  "positions_angstrom": [[-2.03, 2.32, 0.42], [-1.17, 1.33, 0.84], [-0.72, 0.17, -0.17], [0.47, -0.56, 0.15], [1.16, -1.33, -0.84], [2.36, -1.92, -0.28], [-2.91, 1.93, 0.32], [-1.40, 1.01, 1.83], [-0.14, 1.98, 1.02], [-0.50, 0.85, -0.97], [-1.66, -0.51, -0.34], [0.45, -0.77, 1.09], [1.24, -0.50, -1.61], [0.58, -2.04, -1.44], [2.71, -2.32, -1.07]]
}


# 7
{
  "formula": "C3H9NO2",
  "method": "wB97M-V/def2-TZVPD",
  "energy_ev": -8841.022,
  "charge": 0,
  "homo_energy_ev": -10.064,
  "de_lowest_kcal_mol": 44.59,
  "smiles": "CCNC=O.O",
  "elements": ["C", "C", "N", "C", "O", "H", "H", "H", "H", "H", "H", "H", "O", "H", "H"],
  "positions_angstrom": [[1.67, 2.28, 0.04], [0.44, 1.86, 0.81], [0.00, 0.44, 0.72], [0.73, -0.54, -0.12], [0.10, -1.41, -0.76], [1.92, 3.41, 0.18], [2.54, 1.86, 0.51], [1.57, 2.05, -1.02], [-0.46, 2.60, 0.56], [0.54, 2.10, 1.85], [-0.99, 0.34, 0.48], [1.81, -0.68, 0.14], [-2.61, -2.48, -0.63], [-2.02, -3.28, -0.92], [-1.90, -1.99, -0.11]]
}


# 8
{
  "formula": "C3H9NO2",
  "method": "wB97M-V/def2-TZVPD",
  "energy_ev": -8841.274,
  "charge": 0,
  "homo_energy_ev": -8.867,
  "de_lowest_kcal_mol": 38.78,
  "smiles": "CC(=O)O.CN",
  "elements": ["C", "C", "O", "O", "H", "H", "H", "H", "C", "N", "H", "H", "H", "H", "H"],
  "positions_angstrom": [[2.39, -1.20, -0.27], [2.28, 0.13, 0.38], [1.31, 0.85, 0.30], [3.18, 0.54, 1.37], [3.11, -1.96, -0.07], [2.65, -0.93, -1.27], [1.34, -1.63, -0.27], [2.63, 1.37, 1.59], [-2.29, 0.53, 0.15], [-3.49, 0.38, -0.66], [-1.36, 0.61, -0.48], [-2.11, -0.21, 0.90], [-2.42, 1.52, 0.59], [-3.51, 0.62, -1.62], [-3.68, -0.62, -0.65]]
}


# 9
{
  "formula": "C3H9NO2",
  "method": "wB97M-V/def2-TZVPD",
  "energy_ev": -8833.081,
  "charge": 0,
  "homo_energy_ev": -9.712,
  "de_lowest_kcal_mol": 227.71,
  "elements": ["C", "N", "C", "C", "O", "H", "H", "H", "H", "H", "H", "H", "H", "H", "O"],
  "positions_angstrom": [[-0.39, -1.34, -1.65], [0.64, -0.50, -1.85], [-0.56, 0.01, 2.52], [0.74, 0.80, -1.02], [-1.23, -1.36, -0.66], [-0.53, -2.01, -2.52], [0.07, 0.52, 3.17], [-0.36, -1.10, 2.60], [-0.37, 0.24, 1.50], [1.62, 0.88, -0.38], [0.53, 1.75, -1.51], [-0.13, 0.52, -0.42], [-1.62, 0.16, 2.83], [1.42, 2.36, 1.27], [0.75, 1.79, 1.57]]
}


# 10
{
  "formula": "C3H9NO2",
  "method": "wB97M-V/def2-TZVPD",
  "energy_ev": -8829.931,
  "charge": 1,
  "homo_energy_ev": [-14.323, -14.257],
  "de_lowest_kcal_mol": 82.55,
  "spin_multiplicity": 2,
  "elements": ["C", "C", "C", "N", "H", "H", "H", "H", "H", "H", "H", "O", "H", "H", "O"],
  "positions_angstrom": [[-1.02, 0.73, -1.12], [-2.00, 1.11, -0.28], [1.24, 0.21, -1.58], [0.26, 0.27, -0.66], [-0.94, 1.00, -2.15], [-2.20, 0.60, 0.58], [-2.86, 1.76, -0.49], [1.96, -0.63, -1.63], [1.12, 0.83, -2.50], [-1.29, -1.76, 1.59], [-0.26, -2.77, 1.71], [-0.50, -1.94, 2.10], [1.70, 0.42, 0.83], [2.57, 0.38, 2.18], [2.23, -0.19, 1.41]]
}


# 11
{
  "formula": "C3H9NO2",
  "method": "wB97M-V/def2-TZVPD",
  "energy_ev": -8831.925,
  "charge": 1,
  "homo_energy_ev": [-13.896, -13.894],
  "de_lowest_kcal_mol": 36.59,
  "spin_multiplicity": 2,
  "elements": ["O", "C", "C", "H", "H", "H", "H", "N", "C", "O", "H", "H", "H", "H", "H"],
  "positions_angstrom": [[-0.66, -0.47, -1.49], [-1.57, 0.27, -1.79], [-2.51, 0.10, -2.90], [-1.76, 1.19, -1.18], [-2.40, -0.83, -3.48], [-2.41, 0.85, -3.69], [-3.56, 0.15, -2.60], [1.52, 0.33, 0.86], [1.10, 0.29, 2.19], [1.92, -0.56, 2.97], [2.52, 0.23, 0.66], [0.80, 0.05, 0.18], [0.89, 1.28, 2.66], [0.09, -0.19, 2.23], [2.82, -0.53, 2.59]]
}


# 12
{
  "formula": "C3H9NO2S",
  "method": "wB97M-V/def2-TZVPD",
  "energy_ev": -19674.195,
  "charge": -2,
  "homo_energy_ev": 0.144,
  "de_lowest_kcal_mol": 43.12,
  "elements": ["C", "C", "S", "N", "C", "O", "H", "H", "H", "H", "H", "H", "H", "H", "H", "O"],
  "positions_angstrom": [[-0.73, -0.99, -0.84], [-0.23, -2.38, -1.23], [-1.63, -3.51, -1.81], [0.19, -0.19, -0.18], [-0.29, 1.23, 0.27], [0.28, 2.35, 0.76], [-1.16, -0.46, -1.74], [-1.50, -1.22, -0.06], [0.36, -2.88, -0.41], [0.43, -2.20, -2.04], [1.00, -0.51, 0.25], [-1.22, 0.82, 0.76], [-0.69, 1.67, -0.75], [1.45, 2.22, 1.75], [1.59, 3.32, 2.86], [2.16, 2.74, 2.40]]
}


# 13
{
  "formula": "C3H9NO2S",
  "method": "wB97M-V/def2-TZVPD",
  "energy_ev": -19673.545,
  "charge": 0,
  "homo_energy_ev": -9.190,
  "de_lowest_kcal_mol": 112.26,
  "elements": ["C", "C", "C", "N", "O", "O", "S", "H", "H", "H", "H", "H", "H", "H", "H", "H"],
  "positions_angstrom": [[0.47, -1.80, 0.65], [-1.60, 1.49, -0.61], [0.26, -0.74, -0.26], [-0.91, 0.81, 0.46], [2.77, -0.64, -0.93], [1.78, 1.16, 0.59], [1.73, 0.36, -0.77], [1.46, -2.30, 0.55], [-0.23, -2.65, 0.74], [0.63, -1.33, 1.73], [-0.94, 2.31, -0.98], [-1.80, 0.93, -1.50], [-2.60, 1.97, -0.42], [-0.33, -0.87, -1.07], [-1.52, 0.14, 0.99], [0.85, 1.16, 0.82]]
}


# 14
{
  "formula": "C3H9NO2S2",
  "method": "wB97M-V/def2-TZVPD",
  "energy_ev": -30506.244,
  "charge": 0,
  "homo_energy_ev": [-6.299, -8.988],
  "de_lowest_kcal_mol": 0.00,
  "spin_multiplicity": 3,
  "elements": ["C", "C", "C", "N", "O", "O", "S", "S", "H", "H", "H", "H", "H", "H", "H", "H", "H"],
  "positions_angstrom": [[2.06, -0.61, 0.89], [-2.74, 1.15, 0.11], [1.19, 0.13, -0.09], [1.43, 0.02, -1.49], [-1.10, -0.70, 1.47], [-1.80, 0.63, -0.83], [-0.54, -2.27, -1.02], [-0.58, -0.76, 0.12], [1.87, -1.60, 1.02], [2.11, -0.26, 2.02], [3.15, -0.40, 0.75], [-2.71, 0.50, 0.95], [-3.67, 1.03, -0.44], [-2.47, 2.18, 0.20], [0.89, 1.10, 0.26], [1.95, -0.83, -1.79], [0.98, 0.69, -2.14]]
}


# 15
{
  "formula": "C3H9NO3",
  "method": "wB97M-V/def2-TZVPD",
  "energy_ev": -10889.227,
  "charge": 0,
  "homo_energy_ev": -10.309,
  "de_lowest_kcal_mol": 31.24,
  "smiles": "NC(=O)CCO.O",
  "elements": ["N", "C", "O", "C", "C", "O", "H", "H", "H", "H", "H", "H", "H", "O", "H", "H"],
  "positions_angstrom": [[0.42, -0.54, -0.67], [-0.26, 0.06, 0.39], [0.08, -0.23, 1.50], [-1.28, 1.08, -0.10], [-0.93, 2.43, 0.48], [-1.69, 3.58, 0.09], [1.14, -1.19, -0.43], [0.22, -0.41, -1.65], [-1.21, 1.27, -1.22], [-2.26, 0.71, 0.17], [-1.14, 2.46, 1.54], [0.12, 2.77, 0.43], [-1.97, 3.66, -0.83], [2.98, -5.62, 0.14], [3.58, -4.95, -0.19], [2.20, -5.09, 0.35]]
}